82
Properties=species:S:1:pos:R:3:mulliken_charge:R:1 method="wB97M-V/def2-TZVPD" molar_mass_g_mol=1015.67 homo_energy_ev=-13.90 charge=+2 orbital_gap_ev=6.138 lumo_energy_ev=-7.76 de_lowest_kcal_mol=9.1
Ir 0.988 -0.181 -1.365 0.9072
F 6.182 -1.716 -1.833 -0.3064
C 5.310 -0.716 -1.710 0.1405
C 3.957 -1.010 -1.747 -0.8338
C 3.011 0.004 -1.584 0.5376
C 3.485 1.335 -1.499 -0.6659
C 4.854 1.571 -1.454 0.5068
F 5.314 2.819 -1.305 -0.3148
C 5.790 0.563 -1.542 -0.8444
C 2.462 2.373 -1.416 0.9109
C 2.656 3.742 -1.550 -0.8298
C 1.583 4.605 -1.404 -0.8731
C 0.332 4.089 -1.107 -1.3502
C 0.198 2.720 -1.022 -1.2060
N 1.219 1.873 -1.202 0.5944
H 3.695 -2.034 -1.949 0.9518
H 6.849 0.776 -1.506 0.5425
H 3.640 4.125 -1.763 0.6048
H 1.729 5.672 -1.507 0.4781
H -0.532 4.724 -0.965 0.6427
H -0.757 2.270 -0.816 1.6903
O -5.946 4.069 -2.173 -0.4390
C -4.614 4.183 -2.060 0.3664
O -4.089 5.240 -1.872 -0.5062
C -3.798 2.924 -2.152 0.1937
C -4.022 1.853 -1.299 -0.8212
C -3.146 0.773 -1.296 0.4203
C -2.058 0.784 -2.149 -0.9641
C -1.848 1.832 -3.037 0.0011
C -2.717 2.905 -3.031 -0.9585
N -1.080 -0.272 -2.091 0.0115
C -1.475 -1.466 -2.299 -0.4897
C -0.513 -2.577 -2.159 0.8521
C -0.844 -3.861 -2.516 -0.8887
C 0.099 -4.875 -2.345 -0.4759
C 1.315 -4.546 -1.788 -1.4407
C 1.574 -3.222 -1.446 -0.1208
N 0.700 -2.241 -1.651 0.1118
H -6.213 3.164 -2.383 0.3751
H -4.851 1.871 -0.602 0.5242
H -3.288 -0.046 -0.603 0.3349
H -1.000 1.810 -3.710 0.4854
H -2.556 3.745 -3.695 0.4962
H -2.489 -1.671 -2.637 0.5932
H -1.819 -4.062 -2.940 0.5205
H -0.129 -5.896 -2.618 0.4987
H 2.070 -5.297 -1.604 0.4910
H 2.504 -2.946 -0.977 0.9309
F -4.399 2.604 3.756 -0.3229
C -3.358 2.005 3.185 0.1875
C -3.090 0.686 3.505 -0.8104
C -2.020 0.058 2.890 -0.4844
C -1.233 0.744 1.961 0.6524
C -1.502 2.086 1.700 -0.5620
C -2.573 2.725 2.306 -0.5064
Sb 0.359 -0.373 1.127 1.2095
C -0.552 -2.275 1.138 0.8902
C -1.930 -2.392 0.949 -0.6408
C -2.539 -3.636 0.898 -0.8286
C -1.746 -4.761 1.031 0.0450
F -2.317 -5.962 0.960 -0.3502
C -0.379 -4.685 1.224 -0.9525
C 0.215 -3.434 1.265 -0.7011
C 1.696 -0.440 2.726 0.6409
C 1.646 -1.501 3.626 -0.3035
C 2.455 -1.481 4.752 -0.7781
C 3.302 -0.404 4.943 0.1558
F 4.081 -0.390 6.019 -0.2965
C 3.370 0.659 4.059 -0.6158
C 2.561 0.636 2.938 -0.9039
H -3.708 0.173 4.229 0.5125
H -1.802 -0.968 3.155 0.5031
H -0.861 2.669 1.063 0.3778
H -2.795 3.767 2.118 0.5651
H -2.547 -1.507 0.867 0.2980
H -3.607 -3.745 0.770 0.5532
H 0.196 -5.594 1.339 0.5460
H 1.287 -3.372 1.416 0.7441
H 0.973 -2.334 3.481 0.4290
H 2.434 -2.281 5.478 0.5000
H 4.045 1.479 4.259 0.4907
H 2.606 1.465 2.242 0.3708

98
Properties=species:S:1:pos:R:3:mulliken_charge:R:1 method="wB97M-V/def2-TZVPD" molar_mass_g_mol=935.14 homo_energy_ev=-6.10 orbital_gap_ev=5.781 lumo_energy_ev=-0.32 de_lowest_kcal_mol=0.0
Zr 1.675 -0.245 -1.235 0.2592
S 0.239 -1.575 0.518 -0.5794
P -1.531 -0.460 0.341 0.7173
C -0.992 1.161 0.911 0.7539
P 0.451 1.374 1.808 1.8337
S 2.310 1.011 0.969 -0.6292
C 0.608 3.137 2.222 -0.3120
C 0.588 3.613 3.526 -0.3840
C 0.685 4.978 3.769 -0.8092
C 0.796 5.867 2.712 -0.6520
C 0.830 5.390 1.406 -0.7585
C 0.746 4.031 1.160 -0.2891
C 0.439 0.529 3.418 0.6823
C -0.787 0.406 4.063 -0.3007
C -0.857 -0.157 5.331 -0.6755
C 0.299 -0.597 5.957 -0.7637
C 1.528 -0.471 5.319 -0.8841
C 1.600 0.093 4.055 -0.5578
C -2.487 -1.175 1.771 0.5405
C -3.751 -0.612 1.968 -0.3648
C -4.563 -1.020 3.015 -0.7128
C -4.135 -2.029 3.870 -0.4943
C -2.891 -2.611 3.672 -0.6886
C -2.071 -2.181 2.636 -0.3844
C -1.993 2.237 0.732 -0.6384
C -2.388 3.107 1.758 -0.0688
C -3.342 4.094 1.553 -0.9091
C -3.973 4.223 0.325 -0.8358
C -3.635 3.342 -0.694 -0.7519
C -2.663 2.376 -0.494 0.1380
H 0.489 2.925 4.357 0.4121
H 0.669 5.344 4.788 0.4312
H 0.867 6.930 2.903 0.3870
H 0.930 6.082 0.579 0.4246
H 0.801 3.648 0.148 0.3195
H -1.689 0.732 3.556 0.3841
H -1.817 -0.264 5.820 0.4675
H 0.246 -1.040 6.944 0.3806
H 2.431 -0.809 5.811 0.4371
H 2.554 0.203 3.554 0.6335
H -4.094 0.171 1.297 0.4080
H -5.532 -0.559 3.160 0.4366
H -4.770 -2.361 4.682 0.3837
H -2.549 -3.394 4.337 0.4066
H -1.086 -2.614 2.515 0.3103
H -1.946 3.001 2.741 0.2949
H -3.607 4.752 2.372 0.4427
H -4.726 4.986 0.169 0.3966
H -4.130 3.413 -1.657 0.4467
H -2.417 1.688 -1.292 0.2851
C 4.166 -2.675 2.041 -1.4004
C 5.169 -3.377 1.402 -0.4911
C 5.185 -3.382 0.019 -1.3291
C 4.218 -2.677 -0.685 1.3685
N 3.284 -1.938 -0.067 0.7337
C 3.259 -1.969 1.270 0.0348
C 4.140 -2.767 -2.166 0.3038
C 4.931 -3.650 -2.900 -1.2238
C 4.751 -3.738 -4.266 -0.4895
C 3.776 -2.957 -4.864 -1.1244
C 3.040 -2.106 -4.063 -0.1915
N 3.226 -2.000 -2.747 0.7637
H 4.079 -2.655 3.118 0.5325
H 5.918 -3.922 1.961 0.4421
H 5.949 -3.936 -0.503 0.3547
H 2.477 -1.400 1.744 0.4927
H 5.667 -4.274 -2.418 0.3423
H 5.356 -4.417 -4.852 0.4301
H 3.589 -3.000 -5.928 0.4309
H 2.271 -1.475 -4.485 0.5109
C -1.300 -3.660 -4.555 -0.8774
N -1.120 -3.528 -3.111 -0.0422
C -2.347 -3.530 -2.301 -0.7405
C -0.179 -2.715 -2.686 0.2864
N 0.689 -2.098 -2.242 -0.1977
H -1.770 -4.623 -4.752 0.3496
H -0.328 -3.637 -5.044 0.3081
H -1.920 -2.850 -4.941 0.2324
H -2.841 -4.492 -2.428 0.3839
H -3.006 -2.717 -2.611 0.2338
H -2.085 -3.392 -1.254 0.2102
C -2.986 1.202 -4.802 -1.0141
N -1.834 1.459 -3.951 0.3820
C -1.381 2.720 -3.732 -0.1438
C -0.321 2.970 -2.942 -1.2031
C 0.282 1.834 -2.333 1.2984
O 1.281 1.894 -1.549 -0.5018
N -0.161 0.586 -2.550 0.9063
C -1.196 0.336 -3.395 -0.7063
O -1.609 -0.772 -3.708 -0.5376
H -3.409 2.155 -5.109 0.3430
H -3.731 0.628 -4.255 0.3143
H -2.692 0.629 -5.681 0.2941
H -1.932 3.511 -4.224 0.3463
H 0.044 3.965 -2.749 0.5699
O 2.572 0.498 -3.334 -0.2903
N 3.689 0.791 -2.868 0.0315
O 3.785 0.479 -1.649 -0.2956

15
Properties=species:S:1:pos:R:3:mulliken_charge:R:1 method="wB97M-V/def2-TZVPD" molar_mass_g_mol=249.91 smiles="FC(Br)Br.CC(C)=O" homo_energy_ev=-10.02 orbital_gap_ev=10.100 lumo_energy_ev=0.08 de_lowest_kcal_mol=1.3
F 2.940 -0.200 -1.771 -0.2025
C 2.304 0.293 -0.703 0.1449
Br 2.914 2.120 -0.269 -0.0901
Br 2.609 -1.049 0.769 -0.1050
H 1.323 0.168 -1.295 0.2719
C -1.331 -1.353 0.736 -1.0209
C -0.993 -0.257 -0.286 0.7437
C -1.426 1.065 0.255 -0.8798
O -0.442 -0.478 -1.383 -0.6856
H -0.634 -0.910 1.580 0.2495
H -0.962 -2.259 0.214 0.2848
H -2.319 -1.293 1.182 0.3833
H -2.092 1.011 1.110 0.3201
H -0.325 1.437 0.448 0.2003
H -1.565 1.707 -0.586 0.3854

192
Properties=species:S:1:pos:R:3:mulliken_charge:R:1 method="wB97M-V/def2-TZVPD" molar_mass_g_mol=949.57 homo_energy_ev=-9.46 orbital_gap_ev=10.118 lumo_energy_ev=0.66
C -14.272 16.296 23.194 -1.3894
C -13.968 14.860 23.664 0.3854
C -14.171 13.893 22.489 0.3092
O -12.581 14.751 23.979 -0.6099
H -15.266 16.487 22.847 0.3292
H -13.591 16.466 22.367 0.2705
H -13.994 17.069 23.924 0.3760
H -14.629 14.626 24.556 0.2621
H -13.903 12.890 22.753 -0.2379
H -13.448 14.278 21.721 0.2327
H -15.188 13.933 22.044 -0.3737
H -12.410 13.852 24.259 0.3545
C -10.911 12.784 16.954 0.3332
C -9.419 12.995 16.868 -0.8755
O -8.766 11.843 17.393 -0.1329
C -7.367 11.777 17.117 -0.3182
C -7.005 10.358 17.535 -1.0974
H -11.393 13.702 16.629 -0.0886
H -11.223 11.951 16.342 0.1705
H -11.186 12.640 18.014 -0.2343
H -9.180 13.117 15.802 0.4030
H -9.038 13.878 17.370 0.3421
H -7.258 11.900 16.035 0.3041
H -6.781 12.538 17.602 0.3108
H -7.092 10.236 18.627 0.2480
H -5.966 10.037 17.316 0.3676
H -7.718 9.640 17.146 0.2575
C -21.128 8.608 18.693 -0.8670
C -20.607 7.657 17.681 0.7397
O -20.722 6.354 18.250 -0.4254
C -20.107 5.374 17.502 0.3713
C -20.508 3.977 18.016 -1.3445
H -22.180 8.371 18.871 0.4932
H -20.513 8.539 19.626 0.1262
H -21.124 9.646 18.334 -0.0426
H -21.138 7.731 16.722 0.1770
H -19.523 7.852 17.461 -0.3467
H -20.348 5.416 16.413 -0.0774
H -19.029 5.565 17.550 0.1708
H -19.881 3.242 17.498 0.3846
H -21.539 3.777 17.717 0.3138
H -20.381 3.899 19.085 0.3518
C -16.703 11.497 15.359 2.2028
C -16.787 12.097 13.995 -1.0558
O -17.758 13.101 13.902 0.0373
C -17.877 13.618 12.609 -0.5084
C -18.371 15.042 12.652 -0.6257
H -16.466 12.194 16.157 -1.1398
H -17.678 11.021 15.605 -1.0058
H -16.040 10.644 15.416 0.0178
H -15.827 12.498 13.669 0.4373
H -16.995 11.290 13.274 0.4213
H -16.867 13.670 12.170 0.3436
H -18.459 13.013 11.903 0.3459
H -19.304 15.056 13.264 -0.1211
H -18.657 15.417 11.665 0.3950
H -17.570 15.666 13.031 0.2489
C -11.374 11.665 22.393 -1.0221
C -10.974 11.489 20.953 0.6416
O -11.105 10.130 20.671 -0.3773
C -10.931 9.821 19.333 1.2354
C -11.079 8.313 19.158 -1.5981
H -11.284 12.689 22.724 0.5299
H -12.429 11.438 22.457 -0.1988
H -10.785 11.041 23.075 0.3535
H -11.576 12.095 20.292 -0.4955
H -9.953 11.876 20.893 0.3904
H -11.751 10.272 18.716 -0.4358
H -9.956 10.135 18.942 0.0599
H -11.196 8.026 18.123 0.3892
H -12.007 7.969 19.623 0.2475
H -10.300 7.727 19.593 0.4061
C -20.522 10.424 14.481 0.0106
C -20.337 9.518 13.319 -0.7516
O -20.564 8.137 13.717 -0.0974
C -20.552 7.249 12.649 -0.5544
C -20.687 5.819 13.213 -1.0614
H -20.492 11.512 14.311 0.1627
H -21.512 10.171 14.980 0.3296
H -19.683 10.233 15.132 -0.4692
H -21.086 9.743 12.533 0.4717
H -19.371 9.651 12.808 0.2859
H -21.308 7.392 11.913 0.4692
H -19.601 7.263 12.130 0.3327
H -19.920 5.570 13.955 0.1538
H -20.741 5.176 12.367 0.4506
H -21.638 5.901 13.746 0.2628
C -21.278 13.772 21.562 -0.2994
C -22.276 12.793 21.094 -0.4706
O -22.542 13.036 19.740 -0.2528
C -23.419 12.045 19.144 -0.0869
C -23.702 12.502 17.739 -0.7819
H -20.356 13.700 21.008 -0.4167
H -21.692 14.796 21.299 0.2596
H -21.068 13.638 22.593 0.4378
H -21.950 11.754 21.250 0.2430
H -23.219 12.864 21.645 0.4290
H -22.962 11.057 19.155 0.0578
H -24.358 12.024 19.689 0.4214
H -23.909 13.575 17.623 0.2792
H -24.527 11.904 17.275 0.4350
H -22.810 12.358 17.141 -0.1443
C -15.400 15.226 15.542 -0.4463
C -14.074 14.614 15.844 -0.4546
O -13.628 14.960 17.217 0.0371
C -12.930 16.215 17.239 -0.4699
C -12.822 16.642 18.705 -1.2571
H -15.402 16.284 15.799 0.4738
H -15.728 15.105 14.508 0.1138
H -16.180 14.733 16.138 -0.2508
H -14.167 13.527 15.838 0.0255
H -13.269 14.969 15.141 0.5907
H -11.917 16.053 16.798 0.2598
H -13.302 16.992 16.597 0.4425
H -12.289 15.888 19.304 0.2097
H -13.803 16.910 19.134 0.2682
H -12.226 17.548 18.887 0.5259
C -17.324 7.758 14.698 -0.8357
C -16.440 7.996 15.901 0.5735
O -15.198 8.534 15.567 -0.5607
C -14.554 9.169 16.693 0.4835
C -13.256 9.784 16.164 -0.3962
H -17.634 8.682 14.153 -0.2084
H -16.888 7.176 13.896 0.5027
H -18.284 7.230 14.911 0.0716
H -16.961 8.713 16.552 -0.3611
H -16.302 7.016 16.430 0.4775
H -15.139 9.907 17.225 -0.6237
H -14.360 8.375 17.422 0.7135
H -12.456 9.053 16.060 0.4915
H -12.915 10.577 16.861 -0.7187
H -13.538 10.336 15.259 0.3096
C -18.079 16.698 18.150 -1.2247
C -19.280 15.866 18.221 0.5949
O -19.620 15.391 16.933 -0.3065
C -20.740 14.575 16.819 0.7010
C -20.901 14.204 15.362 -0.6321
H -17.182 16.146 17.879 -0.0306
H -18.129 17.431 17.332 0.3578
H -17.857 17.247 19.064 0.4382
H -19.114 15.020 18.899 -0.4347
H -20.121 16.378 18.694 0.4537
H -20.578 13.687 17.426 -0.6020
H -21.656 15.103 17.180 0.3693
H -21.818 13.607 15.285 0.4514
H -20.084 13.579 14.982 -0.4304
H -20.926 15.140 14.752 0.3353
C -12.778 7.962 23.107 -0.9981
C -14.093 8.431 23.653 -0.2782
O -15.148 8.450 22.705 -0.4872
C -14.977 9.297 21.571 2.2426
C -15.888 8.795 20.500 -0.7136
H -12.215 8.752 22.590 0.0990
H -12.182 7.422 23.843 0.4680
H -13.037 7.197 22.372 0.2736
H -14.389 7.779 24.445 0.4073
H -14.020 9.399 24.104 0.2376
H -15.256 10.331 21.796 -0.9753
H -13.886 9.396 21.276 -0.5572
H -15.742 9.344 19.612 -0.1933
H -16.951 8.947 20.818 -0.0082
H -15.713 7.760 20.247 0.5130
C -18.051 14.136 22.732 -1.5764
C -18.051 12.641 22.393 2.2533
O -18.256 11.895 23.595 -0.5672
C -17.994 10.501 23.361 1.3333
C -18.131 9.786 24.671 -1.5840
H -18.036 14.799 21.856 0.2037
H -18.901 14.393 23.370 0.3935
H -17.157 14.390 23.286 0.3572
H -18.835 12.403 21.659 -0.5874
H -17.079 12.347 22.002 -0.5843
H -18.694 10.124 22.586 -0.0547
H -17.010 10.397 22.906 -0.6251
H -17.841 8.706 24.589 0.3194
H -19.158 9.785 25.073 0.3849
H -17.463 10.290 25.346 0.3939
C -14.238 12.133 19.121 1.3151
C -15.540 12.751 18.843 0.1215
O -16.584 11.808 18.829 1.1343
C -17.816 12.425 18.666 0.1566
C -18.888 11.392 18.862 0.0627
H -13.997 11.335 18.403 -1.4030
H -13.436 12.868 19.013 0.1464
H -14.149 11.749 20.126 -0.5373
H -15.700 13.518 19.570 0.1456
H -15.394 13.142 17.860 -0.6700
H -17.916 13.211 19.401 -0.1563
H -17.849 12.824 17.644 0.1329
H -18.704 10.924 19.838 -0.3112
H -19.021 10.612 18.105 -0.0057
H -19.803 11.959 18.969 -0.3983